No. 1
16
Properties=species:S:1:pos:R:3 method="wB97M-V/def2-TZVPD" orbital_gap_ha="0.35602 / 0.28683" spin_multiplicity=2 s_squared=0.758 homo_energy_ev="-14.89 / -14.65" charge=+1 e_above_lowest_kj_mol=93.44 energy_ev=-11343.4155
N 0.901 -1.877 1.788
C 0.996 -1.572 0.475
O 1.832 -0.742 0.069
O 0.185 -2.016 -0.372
H 0.293 -2.663 1.984
H 1.801 -1.934 2.252
C -1.174 0.584 -0.841
C -1.351 0.569 -2.149
C 0.255 1.591 0.865
N -0.267 1.513 -0.290
H -1.618 -0.103 -0.148
H -0.831 1.281 -2.776
H -2.027 -0.153 -2.579
H 0.786 2.507 1.085
H 0.165 0.795 1.592
H 0.055 2.220 -0.954

=====

No. 2
17
Properties=species:S:1:pos:R:3 method="wB97M-V/def2-TZVPD" orbital_gap_ha=0.32253 homo_energy_ev=-8.30 charge=0 e_above_lowest_kj_mol=394.20 energy_ev=-13397.6026
C -0.699 -2.553 -0.464
C 0.333 0.438 0.066
C -0.684 0.056 -0.710
C 0.383 1.805 0.638
N 1.507 2.015 1.420
O -0.608 -1.420 -1.365
O 1.378 -0.451 0.338
O -1.757 0.429 -1.241
N -0.436 2.762 0.435
H 2.117 -0.232 -0.240
H -1.567 -0.995 -1.753
H 1.466 2.869 1.953
H 1.871 1.214 1.913
H -1.166 2.519 -0.228
H -0.807 -3.447 -1.076
H 0.223 -2.577 0.109
H -1.552 -2.432 0.206

=====

No. 3
19
Properties=species:S:1:pos:R:3 method="wB97M-V/def2-TZVPD" orbital_gap_ha=0.34094 homo_energy_ev=-8.74 charge=0 e_above_lowest_kj_mol=7.79 energy_ev=-35068.6087
C -0.722 -2.051 0.948
C -1.989 -1.043 -0.549
C -2.598 1.135 -0.238
C 1.936 1.627 0.012
N -1.376 -0.923 0.707
N -1.737 -2.112 -1.279
O 3.409 -0.104 0.939
O 1.931 -0.903 -1.022
O -2.678 -0.036 -0.998
S -0.788 -3.123 -0.483
S 2.854 0.123 -0.644
H -0.115 -2.195 1.879
H -1.549 1.487 -0.360
H -2.790 1.109 0.861
H -3.246 1.858 -0.811
H 1.025 1.234 0.505
H 2.579 2.336 0.453
H 1.716 2.181 -0.864
H 4.138 -0.597 0.943

=====

No. 4
16
Properties=species:S:1:pos:R:3 method="wB97M-V/def2-TZVPD" orbital_gap_ha=0.31761 homo_energy_ev=-7.96 charge=0 e_above_lowest_kj_mol=353.80 energy_ev=-20137.1675
C 2.937 1.579 0.697
C 1.760 1.539 0.085
N 0.808 0.525 0.142
S 1.238 -0.832 1.163
C -0.352 0.674 -0.587
N -1.408 -0.012 -0.765
O -1.462 -1.233 -0.083
C -2.696 -1.865 -0.398
H 3.331 0.817 1.354
H 3.615 2.430 0.551
H 1.497 2.362 -0.546
H 0.093 -1.475 0.930
H -0.327 1.616 -1.138
H -3.548 -1.250 -0.065
H -2.709 -2.822 0.127
H -2.778 -2.052 -1.470

=====

No. 5
16
Properties=species:S:1:pos:R:3 method="wB97M-V/def2-TZVPD" orbital_gap_ha=0.34913 homo_energy_ev=-9.20 charge=0 e_above_lowest_kj_mol=397.84 energy_ev=-20136.7111
C 1.389 -0.301 -0.034
C 0.182 0.802 -0.036
C -0.858 0.359 -0.948
C -0.760 0.116 1.086
H 1.626 -2.333 0.148
H -0.119 -1.770 -0.402
H 1.611 1.610 0.329
H -1.087 1.467 -1.206
H -0.556 -0.179 -1.884
H -2.699 0.010 0.004
H -1.332 0.844 1.727
H -0.286 -0.804 1.552
N 0.821 -1.564 -0.272
N -1.658 -0.421 0.005
O 0.689 2.038 -0.091
S 3.036 0.127 0.022

=====

No. 6
16
Properties=species:S:1:pos:R:3 method="wB97M-V/def2-TZVPD" orbital_gap_ha=0.35404 homo_energy_ev=-8.95 charge=0 e_above_lowest_kj_mol=247.77 energy_ev=-20138.2664
C -1.399 1.813 1.493
N -1.449 0.967 0.308
C -0.369 0.349 0.064
S 1.172 0.378 0.933
C 1.836 -0.739 -0.371
O 0.739 -1.452 -0.862
N -0.223 -0.458 -1.108
C -1.456 -1.174 -1.511
H -1.654 1.299 2.429
H -0.433 2.307 1.725
H -2.138 2.649 1.364
H 2.542 -1.471 0.085
H 2.281 -0.188 -1.219
H -1.232 -1.844 -2.354
H -2.106 -0.392 -1.754
H -1.890 -1.862 -0.755

=====

No. 7
15
Properties=species:S:1:pos:R:3 method="wB97M-V/def2-TZVPD" orbital_gap_ha="0.22486 / 0.34780" homo_energy_ev="-12.68 / -13.64" charge=+1 e_above_lowest_kj_mol=530.45 energy_ev=-16534.1488
C -0.088 -0.665 -0.804
C -0.256 -0.008 0.405
C 1.887 -0.355 -0.035
C -3.166 1.403 0.082
N 1.248 -0.931 -1.045
N 1.022 0.221 0.773
P 3.636 0.207 -0.256
H -0.949 -0.879 -1.380
H -2.652 2.459 -0.071
H -3.199 0.644 -0.696
H -3.606 1.178 1.068
H 1.798 -1.379 -1.792
H 1.259 0.861 1.541
H 4.258 -0.676 0.490
H 3.325 1.153 0.822

=====

No. 8
15
Properties=species:S:1:pos:R:3 method="wB97M-V/def2-TZVPD" orbital_gap_ha="0.26964 / 0.26966" homo_energy_ev="-8.70 / -8.70" charge=0 e_above_lowest_kj_mol=466.46 energy_ev=-18088.9079
C 0.943 1.067 -0.178
C -0.147 -0.241 -0.043
C -0.826 0.069 1.290
C -1.000 -0.144 -1.284
N 2.178 0.871 -0.153
N 0.577 -1.343 -0.114
S 3.183 -0.284 -0.081
H 0.525 1.940 -0.634
H -1.891 -0.350 1.519
H -0.590 1.135 1.546
H -0.218 -0.513 2.089
H -1.489 0.827 -1.504
H -1.787 -0.830 -1.195
H -0.314 -0.588 -2.087
H 0.855 -1.615 0.827

=====

No. 9
15
Properties=species:S:1:pos:R:3 method="wB97M-V/def2-TZVPD" orbital_gap_ha=0.34582 homo_energy_ev=-8.95 charge=0 e_above_lowest_kj_mol=543.92 energy_ev=-18088.1050 smiles="[H]/N=C(/CS)N1CC1"
H 1.804 1.708 -0.867
N 0.903 1.837 -0.558
C 0.370 0.941 0.296
C -1.160 0.933 0.508
S -1.964 -0.514 -0.268
N 1.196 -0.131 0.656
C 2.132 -0.761 -0.157
C 0.744 -1.369 -0.089
H -1.226 0.903 1.604
H -1.408 1.924 0.216
H -0.773 -1.345 0.436
H 2.086 -0.436 -1.138
H 3.028 -1.409 0.361
H 0.658 -2.253 0.647
H 0.060 -1.267 -1.011

=====

No. 10
15
Properties=species:S:1:pos:R:3 method="wB97M-V/def2-TZVPD" orbital_gap_ha=0.32871 homo_energy_ev=-8.09 charge=0 e_above_lowest_kj_mol=292.11 energy_ev=-18090.7149 smiles="C[C@H]1C=NSN1C"
C -1.253 -0.038 -1.200
C 0.239 -0.006 -0.577
C 1.193 0.641 -1.617
N 1.772 1.692 -1.157
S 1.258 2.310 0.198
N 0.304 0.856 0.625
C 0.883 0.353 1.834
H -1.891 0.828 -1.350
H -1.797 -0.664 -0.550
H -1.018 -0.514 -2.244
H 0.437 -1.156 -0.271
H 1.602 -0.019 -2.382
H 0.347 -0.579 2.135
H 2.023 0.220 1.782
H 0.734 1.060 2.624

=====

No. 11
15
Properties=species:S:1:pos:R:3 method="wB97M-V/def2-TZVPD" orbital_gap_ha=0.36777 homo_energy_ev=-9.27 charge=0 e_above_lowest_kj_mol=230.27 energy_ev=-18091.3557 smiles="[H]/N=C(/CS)N1CC1"
H 1.375 1.830 -0.769
N 0.369 1.975 -0.588
C -0.118 0.958 0.034
C -1.585 0.884 0.496
S -2.578 -0.428 -0.400
N 0.603 -0.174 0.459
C 1.906 -0.464 -0.085
C 0.727 -1.404 -0.292
H -1.726 0.717 1.566
H -2.046 1.844 0.274
H -2.879 -1.155 0.710
H 2.208 -0.019 -1.047
H 2.730 -0.788 0.599
H 0.705 -2.328 0.369
H 0.308 -1.448 -1.327

=====

No. 12
15
Properties=species:S:1:pos:R:3 method="wB97M-V/def2-TZVPD" orbital_gap_ha=0.35070 homo_energy_ev=-8.85 charge=0 e_above_lowest_kj_mol=491.85 energy_ev=-18088.6447
S 3.264 0.524 -0.032
N 1.827 -0.460 -0.355
C 0.631 -0.283 -0.357
C 0.042 1.034 -0.099
C -1.546 0.849 0.074
N -1.827 -0.499 -0.451
C -0.471 -1.292 -0.089
H 4.143 -0.684 -0.068
H 0.270 1.900 -0.887
H 0.222 1.598 0.938
H -1.532 0.899 1.274
H -2.090 1.588 -0.478
H -2.553 -1.074 0.321
H -0.228 -2.247 -0.763
H -0.152 -1.853 0.973

=====

No. 13
15
Properties=species:S:1:pos:R:3 method="wB97M-V/def2-TZVPD" orbital_gap_ha=0.31551 homo_energy_ev=-8.18 charge=0 e_above_lowest_kj_mol=497.60 energy_ev=-18088.5851
C 1.176 -0.487 -2.271
C 0.510 0.027 -1.221
N -0.743 0.306 -0.768
C -1.897 0.394 -1.817
C -0.995 0.565 0.722
N -0.202 0.570 1.682
S 1.076 -0.539 1.947
H 0.567 -0.930 -3.145
H 2.332 -0.869 -2.018
H 1.212 0.270 -0.458
H -1.914 1.508 -2.298
H -1.924 -0.502 -2.703
H -2.918 0.270 -1.146
H -1.903 1.205 0.911
H 1.186 -1.466 0.820

=====

No. 14
16
Properties=species:S:1:pos:R:3 method="wB97M-V/def2-TZVPD" orbital_gap_ha=0.31311 homo_energy_ev=-8.18 charge=0 e_above_lowest_kj_mol=100.46 energy_ev=-28927.2671
C 0.130 2.562 1.368
C 0.778 1.451 0.567
S 1.761 1.763 -0.731
N 0.592 0.222 1.090
C 0.282 -0.898 0.566
N -0.411 -1.163 -0.572
C -0.508 -2.534 -1.058
S -1.264 0.029 -1.435
H -0.977 2.438 1.324
H 0.411 3.554 0.958
H 0.444 2.508 2.399
H 0.538 -1.805 1.110
H -0.068 -3.253 -0.299
H -1.556 -2.848 -1.214
H 0.061 -2.645 -2.019
H -0.211 0.621 -2.056

=====

No. 15
15
Properties=species:S:1:pos:R:3 method="wB97M-V/def2-TZVPD" orbital_gap_ha=0.27775 homo_energy_ev=-7.62 charge=0 e_above_lowest_kj_mol=271.08 energy_ev=-15131.9384
C -0.491 -0.962 -1.187
C -1.530 -1.837 -1.256
C -1.037 -1.363 0.938
C 1.074 2.225 1.356
N -0.156 -0.651 0.046
N -1.898 -2.060 0.078
Si 1.586 0.903 0.038
H 0.197 -0.712 -1.957
H -2.122 -2.165 -1.995
H 0.742 3.141 0.799
H 0.166 2.061 1.930
H 1.895 2.518 1.985
H -2.860 -2.497 0.277
H 2.661 -0.010 0.296
H 1.773 1.409 -1.348